Below is the molecule C5H8NO2P at a distorted geometry, with properties calculated with the ωB97M-V functional and the def2-TZVPD basis.

```
! RIJCOSX wB97M-V def2-TZVPD def2/J DEFGRID3
* xyz 0 1
H -0.423 -1.047 -2.340
N 0.303 -1.360 -2.978
C 1.393 -1.679 -2.353
C 1.624 -1.528 -0.821
C 0.682 -0.515 -0.212
P 1.342 0.923 0.319
O -0.165 1.493 0.683
C -0.441 1.663 2.027
C -1.671 2.456 2.259
O 0.275 1.278 2.860
H 2.214 -2.118 -2.843
H 1.520 -2.545 -0.515
H 2.621 -1.229 -0.521
H -0.311 -0.806 -0.231
H -1.618 3.359 1.797
H -2.468 1.771 1.754
H -1.977 2.561 3.259
*
```

Output
E_tot, eV: -20186.880
Structure (SMILES): [H]/N=C\C/C=P/OC(C)=O
E_HOMO, eV: -9.32
Energy above the lowest of the compared OMol25 structures with the same formula, charge and spin, eV: 1.581



Below is a cluster of 5 separate species, C28H51N4O5 in total at a distorted geometry, with properties calculated with the ωB97M-V functional and the def2-TZVPD basis.

```
! RIJCOSX wB97M-V def2-TZVPD def2/J DEFGRID3
* xyz 1 1
C 3.795 -3.507 2.187
C 4.782 -2.342 2.218
C 4.649 -1.352 1.052
N 3.369 -1.290 0.364
N 2.371 -0.553 0.997
C 1.316 -0.189 0.266
C 0.281 0.531 0.832
C -0.939 0.905 0.058
C -2.140 0.134 0.577
C -3.338 0.802 0.788
C -4.442 0.129 1.271
C -4.384 -1.228 1.563
C -5.577 -1.956 2.107
C -3.186 -1.889 1.337
C -2.075 -1.223 0.850
C 0.446 0.869 2.171
N -0.495 1.655 2.845
C -1.448 1.149 3.429
O -2.324 0.680 4.027
C 1.609 0.479 2.825
N 2.545 -0.251 2.250
H 3.603 -3.868 1.174
H 2.827 -3.229 2.603
H 4.184 -4.361 2.731
H 4.654 -1.818 3.161
H 5.793 -2.743 2.221
H 5.372 -1.617 0.282
H 4.933 -0.353 1.368
H 2.991 -2.188 0.098
H 1.316 -0.468 -0.775
H -1.130 1.970 0.130
H -0.776 0.631 -0.983
H -3.382 1.858 0.561
H -5.347 0.694 1.437
H -5.306 -2.969 2.389
H -6.368 -2.007 1.362
H -5.985 -1.438 2.971
H -3.113 -2.945 1.553
H -1.165 -1.787 0.686
H 1.775 0.755 3.853
C 9.123 -5.212 3.151
C 9.237 -3.886 2.416
C 10.627 -3.286 2.543
O 8.248 -2.963 2.889
H 9.313 -5.071 4.218
H 8.121 -5.627 3.044
H 9.842 -5.937 2.770
H 9.001 -4.034 1.361
H 10.861 -3.090 3.593
H 10.688 -2.340 2.006
H 11.386 -3.961 2.146
H 8.425 -2.802 3.823
C -0.304 4.164 -3.520
C -1.523 3.383 -3.061
C -2.791 3.859 -3.745
O -1.663 3.471 -1.633
H -0.415 5.223 -3.273
H 0.598 3.801 -3.023
H -0.167 4.074 -4.597
H -1.375 2.329 -3.275
H -2.981 4.909 -3.505
H -3.651 3.279 -3.407
H -2.711 3.761 -4.827
H -1.808 4.397 -1.414
C -7.053 4.155 0.868
C -7.717 2.815 1.140
C -9.227 2.946 1.251
O -7.176 2.217 2.322
H -7.253 4.850 1.689
H -5.971 4.039 0.786
H -7.426 4.602 -0.054
H -7.473 2.119 0.335
H -9.489 3.606 2.083
H -9.684 1.975 1.440
H -9.657 3.361 0.339
H -7.374 2.798 3.063
C -0.767 -1.289 -6.340
C -0.257 0.129 -6.150
C 1.199 0.155 -5.710
O -1.073 0.835 -5.211
H -0.710 -1.843 -5.398
H -1.809 -1.282 -6.659
H -0.179 -1.825 -7.086
H -0.361 0.681 -7.084
H 1.310 -0.358 -4.749
H 1.544 1.181 -5.583
H 1.842 -0.341 -6.436
H -1.011 0.365 -4.373
*
```

Output
E_tot, eV: -46053.862
E_HOMO, eV: -11.36



Below is a structure of composition C53H40ClF3IrN6OS3, with properties calculated with the ωB97M-V functional and the def2-TZVPD basis.

```
! RIJCOSX wB97M-V def2-TZVPD def2/J DEFGRID3
* xyz 2 6
Ir -1.558 -0.519 -1.006
Cl -2.466 3.714 -7.080
C -1.890 2.720 -5.826
C -0.682 2.029 -6.003
C -0.259 1.241 -4.964
C -0.998 1.106 -3.756
O -0.519 0.351 -2.844
C -2.263 1.821 -3.589
C -3.093 1.767 -2.443
N -2.970 0.983 -1.349
C -3.872 1.184 -0.311
C -4.535 2.361 -0.039
C -5.496 2.426 0.993
C -5.811 1.336 1.753
C -5.140 0.110 1.515
C -5.397 -1.083 2.229
C -4.713 -2.228 1.928
C -3.738 -2.187 0.917
N -3.475 -1.087 0.252
C -4.163 0.053 0.508
C -2.656 2.622 -4.653
H -0.134 2.116 -6.929
H 0.662 0.674 -5.027
H -3.995 2.364 -2.498
H -4.319 3.253 -0.610
H -5.997 3.368 1.171
H -6.568 1.389 2.525
H -6.150 -1.081 3.009
H -4.908 -3.157 2.444
H -3.175 -3.070 0.642
H -3.583 3.178 -4.599
N -1.000 0.632 0.555
S -0.297 0.738 1.846
N 1.271 1.153 1.768
S 2.148 0.651 0.584
N 2.263 -0.868 0.312
S 1.372 -1.892 -0.566
N -0.085 -1.775 -0.826
C 2.282 -2.055 -2.073
C 3.669 -2.170 -2.030
C 4.353 -2.324 -3.220
C 3.654 -2.370 -4.425
C 2.272 -2.273 -4.443
C 1.565 -2.120 -3.255
C 1.656 -3.390 0.327
C 1.038 -4.518 -0.206
C 1.195 -5.727 0.449
C 1.951 -5.794 1.615
C 2.552 -4.657 2.133
C 2.409 -3.435 1.489
C 1.826 1.581 -0.885
C 2.639 1.321 -1.986
C 2.504 2.119 -3.107
C 1.577 3.155 -3.117
C 0.782 3.404 -2.007
C 0.909 2.622 -0.869
C 3.767 1.124 1.092
C 3.983 2.472 1.352
C 5.249 2.867 1.744
C 6.266 1.926 1.868
C 6.028 0.588 1.600
C 4.765 0.170 1.201
C -0.298 -0.661 2.943
C -0.758 -1.883 2.481
C -0.722 -2.978 3.335
C -0.236 -2.836 4.624
C 0.222 -1.601 5.075
C 0.194 -0.502 4.236
C -0.941 2.040 2.845
C -2.295 1.935 3.144
C -2.898 2.959 3.851
C -2.153 4.066 4.244
C -0.804 4.154 3.935
C -0.181 3.135 3.227
H 4.201 -2.143 -1.088
H 5.430 -2.419 -3.214
H 4.196 -2.499 -5.352
H 1.734 -2.331 -5.380
H 0.489 -2.041 -3.248
H 0.443 -4.449 -1.108
H 0.730 -6.617 0.049
H 2.072 -6.743 2.120
H 3.134 -4.716 3.043
H 2.861 -2.541 1.893
H 3.376 0.530 -1.963
H 3.133 1.941 -3.969
H 1.479 3.777 -3.997
H 0.067 4.215 -2.020
H 0.304 2.823 0.002
H 3.186 3.197 1.243
H 5.445 3.910 1.950
H 7.254 2.244 2.173
H 6.823 -0.138 1.700
H 4.561 -0.869 0.990
H -1.128 -1.984 1.473
H -1.076 -3.940 2.988
H -0.215 -3.689 5.290
H 0.595 -1.494 6.085
H 0.543 0.463 4.581
H -2.870 1.074 2.823
H -3.951 2.898 4.091
H -2.630 4.864 4.797
H -0.231 5.016 4.250
H 0.872 3.183 2.990
F -3.699 -1.389 -2.792
C -2.501 -1.805 -2.357
F -1.755 -2.040 -3.466
F -2.701 -3.027 -1.794
*
```

Output
E_tot, eV: -122595.561
E_HOMO (alpha / beta), eV: -9.92 / -12.40
Energy above the lowest of the compared OMol25 structures with the same formula, charge and spin, eV: 0.000
<S²>: 8.790



Below is a cluster of 2 separate species, C2HN2O2S in total at a distorted geometry, with properties calculated with the ωB97M-V functional and the def2-TZVPD basis.

```
! RIJCOSX wB97M-V def2-TZVPD def2/J DEFGRID3
* xyz -1 1
C -0.993 0.382 0.235
C -1.354 -0.865 -0.017
N 1.883 1.060 -0.995
N 2.005 0.335 -0.151
O 2.258 -0.482 0.630
O 0.004 0.745 0.887
S -2.266 -2.173 -0.006
H -1.536 0.999 -0.584
*
```

Output
E_tot, eV: -19997.601
E_HOMO, eV: -2.25
Energy above the lowest of the compared OMol25 structures with the same formula, charge and spin, eV: 0.901